No. 1
DFT (ωB97M-V with the def2-TZVPD basis set) results for C24H45NO3P2Re as an isolated structure at a distorted geometry.

```
76
C24H45NO3P2Re, DFT ωB97M-V with the def2-TZVPD basis set
Re -0.68680 -0.08264 -0.95711
C -1.87240 1.50934 0.31207
C -2.57721 0.68774 -0.69393
C -2.02480 -0.62267 1.15560
C -1.66874 0.68217 1.44850
C -2.57643 -0.69563 -0.16301
C -1.84597 3.02391 0.38937
H -1.50995 3.49267 -0.54174
H -1.13013 3.31445 1.18398
H -2.80865 3.49934 0.66723
C -1.42188 1.13024 2.83174
H -1.34086 2.21122 2.96048
H -0.55113 0.60358 3.28338
H -2.28280 0.84659 3.45532
C -2.14839 -1.68976 2.18452
H -3.15466 -1.62652 2.62412
H -1.45646 -1.51622 3.02321
H -2.04121 -2.70177 1.78171
C -3.29456 -1.88604 -0.68118
H -4.24278 -1.62237 -1.14333
H -3.48773 -2.59282 0.13350
H -2.70606 -2.47352 -1.39106
C -3.32473 1.20865 -1.83739
H -4.09846 1.94932 -1.55267
H -3.80602 0.44478 -2.43719
H -2.69200 1.74056 -2.54481
C 1.41021 0.49829 -1.62601
C 0.16159 1.32202 -1.78014
C -0.34620 1.48904 -3.21398
C -1.14297 0.33899 -3.78036
C -1.21568 -0.76139 -2.68646
C -0.01599 -1.48741 -2.40625
C 1.22388 -1.35114 -3.33058
C 2.01881 -0.13444 -2.89892
H 0.51316 1.64036 -3.85621
H -0.70999 0.02914 -4.74735
H -0.93467 2.40421 -3.21504
H 2.10579 0.54352 -3.76643
H 2.22648 0.90037 -0.97950
H 0.09602 2.20960 -1.13969
H 3.04531 -0.42060 -2.64445
H 1.84636 -2.25111 -3.22341
H -0.06889 -2.42764 -1.82582
H 0.97779 -1.25572 -4.40187
H -2.17353 0.64596 -3.96331
H -2.20959 -1.27632 -2.69669
P 2.30900 2.03985 1.44337
C 1.69467 2.66715 3.00657
H 2.35422 3.49069 3.30713
H 1.71713 1.83477 3.72843
H 0.66016 3.01894 2.86773
C 3.86456 1.18277 1.66354
H 4.63010 1.93142 1.88294
H 4.11367 0.60865 0.76202
H 3.71762 0.48941 2.50385
C 2.37848 3.39155 0.26678
H 2.46878 3.02094 -0.75793
H 3.23475 4.03305 0.50205
H 1.46171 3.98899 0.33038
P 0.71506 -2.46448 0.50043
C -0.25905 -3.98483 0.12337
H 0.41301 -4.82659 -0.06211
H -0.91996 -3.83785 -0.74127
H -0.88985 -4.19566 0.99642
C 2.33149 -2.41175 -0.39636
H 2.16214 -2.04960 -1.40904
H 2.79928 -3.40162 -0.40671
H 2.97150 -1.67459 0.10732
C 1.31549 -2.74843 2.20624
H 2.07976 -3.55889 2.24457
H 0.44854 -3.03122 2.84675
H 1.76373 -1.81793 2.62832
O 1.98475 -0.23961 4.18040
N 0.79516 -0.39786 4.52937
O 0.30020 -1.50247 4.80856
O 1.32681 0.95488 1.02810
```

Results
**Lowest unoccupied orbital energy (alpha / beta)**: -7.48 / -8.33 eV
**Gap between HOMO and LUMO (alpha / beta)**: 0.250 / 0.232 hartree
**Spin multiplicity**: 4
**Net charge**: +2
**⟨S²⟩**: 3.796

No. 2
DFT (ωB97M-V with the def2-TZVPD basis set) results for C24H45NP2PbSi as an isolated structure at a distorted geometry.

```
74
C24H45NP2PbSi, DFT ωB97M-V with the def2-TZVPD basis set
P -4.78384 0.16369 -0.81361
P -2.92117 -0.83891 -3.06660
C -5.54803 0.04252 -2.51749
C -4.77049 -0.94696 -3.39022
H -5.55170 1.06327 -2.94788
H -6.58990 -0.28819 -2.38362
H -5.07096 -1.99560 -3.19918
H -4.92818 -0.72969 -4.45807
C -2.61145 0.42739 -4.37785
H -1.53187 0.47551 -4.58319
H -2.98248 1.41316 -4.06266
H -3.14349 0.10516 -5.28536
C -2.50683 -2.31717 -4.07156
H -2.96207 -2.20128 -5.06378
H -2.90722 -3.21189 -3.57617
H -1.41509 -2.38499 -4.16005
C -5.72817 1.60572 -0.22432
H -5.47442 1.76510 0.83232
H -6.79925 1.39388 -0.33934
H -5.44419 2.48364 -0.82168
C -5.75149 -1.20095 -0.06110
H -5.40864 -2.17317 -0.44379
H -6.80799 -1.04677 -0.32565
H -5.62869 -1.15980 1.03140
Pb 1.68754 -0.17005 3.18630
C 0.15972 -0.92985 -1.01332
C 0.16287 0.34436 -1.43157
C -0.96642 1.31805 -1.40979
C -1.25822 2.13817 -0.11480
C -1.64397 1.42753 1.14068
C -1.94304 0.14044 1.33486
C -2.11694 -0.91168 0.30143
C -0.89702 -1.69172 -0.26746
C 2.22518 1.19582 4.86232
H 1.03859 -1.53624 -1.24722
H 1.07089 0.73462 -1.89171
H -1.88576 0.79167 -1.71126
H -0.73349 2.06876 -2.19342
H -0.39703 2.80922 0.07068
H -2.09457 2.83010 -0.34576
H -1.65168 2.08612 2.02045
H -2.10280 -0.21553 2.35261
H -2.62669 -0.44838 -0.56986
H -2.81582 -1.65947 0.73056
H -0.46877 -2.28116 0.56664
H -1.28583 -2.45604 -0.97579
H 2.90544 0.79508 5.62960
H 1.20991 1.37970 5.26287
H 2.62431 2.10810 4.36367
C 2.86042 -2.82853 2.12790
Si 4.30699 -1.60436 1.93709
C 5.28570 -1.54874 3.51604
C 5.37084 -2.09140 0.47015
N 3.65854 0.01789 1.70170
C 4.35927 1.13326 1.34090
C 3.62705 2.32314 1.05022
C 4.28769 3.54268 0.83421
C 5.69024 3.60167 0.87161
C 6.42451 2.43294 1.09253
C 5.78926 1.20577 1.28198
H 3.30431 -3.83092 2.19842
H 2.19671 -2.80124 1.25007
H 2.24554 -2.72151 3.04637
H 5.69275 -2.53808 3.75698
H 6.13481 -0.85684 3.41496
H 4.68328 -1.20925 4.37066
H 4.77369 -2.15341 -0.44732
H 6.18130 -1.38092 0.27807
H 5.83738 -3.07056 0.62862
H 2.54554 2.25301 1.02408
H 3.69676 4.43439 0.65057
H 6.20118 4.56636 0.72868
H 7.51709 2.49759 1.11632
H 6.40036 0.31583 1.41796
```

Results
**Lowest unoccupied orbital energy**: -0.58 eV
**Gap between HOMO and LUMO**: 0.230 hartree
**Net charge**: 0

No. 3
DFT (ωB97M-V with the def2-TZVPD basis set) results for a 3-piece molecular cluster, C24H46Br2N2O8 overall at a distorted geometry.

```
82
C24H46Br2N2O8, DFT ωB97M-V with the def2-TZVPD basis set
C 2.86534 4.06260 3.01842
O 2.87279 2.78077 2.34150
C 2.20553 2.84826 1.05942
C 2.46432 1.49710 0.18289
C 2.79891 0.24112 1.15220
C 2.36386 -1.18120 0.49074
C 3.45053 -1.78289 -0.50786
C 4.15474 -3.01251 -0.35266
C 4.12394 -4.15190 0.76477
Br 2.91045 -5.64282 0.18678
C 3.84865 -3.64705 2.26280
C 4.33349 -4.83016 3.28687
Br 4.93483 -2.04478 2.70084
C 5.07998 -3.16050 -1.64334
O 5.52474 -4.26379 -2.04017
O 5.20319 -1.84610 -2.19658
C 3.97021 -1.14438 -1.90749
O 3.43590 -0.21266 -2.56932
H 3.59923 4.75103 2.46327
H 3.28423 3.90399 4.08015
H 1.80779 4.51007 3.01039
H 1.05554 2.98206 1.15083
H 2.69351 3.72076 0.47384
H 3.38932 1.69120 -0.46363
H 1.58612 1.24699 -0.51219
H 2.20701 0.31847 2.14424
H 3.91485 0.29064 1.38540
H 2.00156 -1.89740 1.30068
H 1.43054 -0.93544 -0.15588
H 5.18370 -4.62173 0.77393
H 2.71792 -3.52398 2.47939
H 5.14456 -4.39664 3.98706
H 3.49286 -5.20212 3.96444
H 4.85298 -5.69916 2.72728
C -3.10480 8.17715 -0.30949
O -4.00399 7.58856 0.61723
C -4.90036 6.64346 0.02533
C -4.54823 5.21722 0.45096
N -3.29152 4.77289 -0.15363
C -2.75056 3.54380 0.43171
C -2.38194 3.56088 1.92489
O -1.26898 4.39122 2.24394
C -1.58236 5.76697 2.40187
H -2.61612 9.01931 0.18288
H -2.33397 7.46801 -0.61494
H -3.63382 8.55434 -1.19082
H -4.93869 6.74187 -1.06576
H -5.89662 6.88178 0.41008
H -5.35294 4.54146 0.14503
H -4.48954 5.20732 1.54333
H -2.59674 5.50392 -0.04957
H -1.84250 3.30623 -0.13267
H -3.45650 2.72602 0.24768
H -2.07270 2.54415 2.18999
H -3.23604 3.78871 2.57126
H -2.57895 5.92178 2.82251
H -1.48426 6.28329 1.44509
H -0.84941 6.20648 3.08130
C -4.31700 -4.83914 -1.47675
O -3.43100 -5.67831 -2.20058
C -3.21696 -5.25700 -3.55123
C -1.80341 -4.70163 -3.73196
N -1.64084 -3.41800 -3.04769
C -0.24878 -2.97575 -2.93391
C 0.72591 -3.86761 -2.14659
O 0.46439 -3.92850 -0.74738
C -0.54031 -4.85775 -0.37231
H -4.57853 -5.34673 -0.54696
H -3.84205 -3.88995 -1.22393
H -5.23850 -4.65607 -2.03913
H -3.97798 -4.54129 -3.88333
H -3.31736 -6.15234 -4.17223
H -1.60331 -4.56768 -4.79954
H -1.10620 -5.45021 -3.34422
H -2.02634 -3.48943 -2.11270
H -0.27441 -1.99669 -2.44356
H 0.15169 -2.81122 -3.94055
H 1.71931 -3.41498 -2.23815
H 0.81869 -4.87340 -2.56970
H -0.55489 -5.73922 -1.01825
H -1.51631 -4.36881 -0.36680
H -0.33738 -5.18301 0.65023
```

Results
**Lowest unoccupied orbital energy**: -0.88 eV
**Gap between HOMO and LUMO**: 0.289 hartree
**Net charge**: 0

Number 1: E_tot -53936.0222 eV. Number 2: E_tot -58808.9125 eV. Number 3: E_tot -185072.3508 eV.